(1)
DFT (ωB97M-V with the def2-TZVPD basis set) results for 2 unconnected molecules or ions with the total composition C40H36N3S.

The calculation puts the calculated total energy at -2108.11638 Ha. As for the total charge: +1. For the frontier orbital gap, the calculation gives 5.40 eV. The energy above the lowest of the compared OMol25 structures with the same formula, charge and spin comes out at 0.0 kJ/mol. The spin multiplicity is 1.

Element x y z (Å)
C: 2.89280 -4.53139 2.95788
C: 1.79058 -5.36062 2.71635
C: 0.69689 -4.88176 1.98569
C: 0.70756 -3.57112 1.49658
C: -0.48600 -3.11052 0.66410
C: -0.20482 -3.21919 -0.83334
C: -1.31534 -3.18828 -1.66444
C: -1.20967 -3.37464 -3.04599
C: 0.06402 -3.53273 -3.61383
C: 1.19271 -3.47852 -2.79106
C: 1.07253 -3.33107 -1.40151
C: -1.00886 -1.70128 0.99707
C: -0.95731 -1.32830 2.46652
C: -1.41698 0.08893 2.68740
N: -2.61637 0.34376 1.88383
C: -3.44382 1.44767 2.10048
C: -4.50133 1.48351 1.19478
C: -5.50327 2.45334 1.32967
C: -5.41933 3.35144 2.41009
C: -4.36103 3.28618 3.33038
C: -3.34325 2.32714 3.18168
S: -4.41127 0.16368 0.07002
C: -2.98264 -0.47673 0.84913
N: -2.38874 -1.57424 0.46684
C: 1.82112 -2.74505 1.70504
C: 2.90941 -3.22744 2.45066
H: 3.74082 -4.90752 3.53228
H: 1.76366 -6.38510 3.09237
H: -0.17948 -5.51266 1.78410
H: -1.30310 -3.80885 0.90638
H: -2.25616 -2.97940 -1.15140
H: -2.10216 -3.38002 -3.66834
H: 0.16367 -3.68587 -4.69460
H: 2.18922 -3.55682 -3.22576
H: 1.96276 -3.30278 -0.77077
H: -0.35692 -0.97871 0.44753
H: -1.60852 -2.00979 3.02555
H: 0.05813 -1.42976 2.85492
H: -1.66139 0.26084 3.74216
H: -0.64305 0.81274 2.38088
H: -6.31517 2.46103 0.60918
H: -6.19871 4.10760 2.53621
H: -4.32627 3.97535 4.17217
H: -2.51667 2.24855 3.88289
H: 1.84528 -1.73042 1.27898
H: 3.76596 -2.57344 2.62354
C: -3.06095 -6.59667 -1.52432
C: -3.82588 -5.89996 -0.46994
N: -4.21305 -6.52740 0.66588
C: -5.07619 -5.72299 1.41758
C: -5.23567 -4.50912 0.71224
C: -5.94081 -3.45484 1.27866
C: -6.48703 -3.63248 2.55116
C: -6.30078 -4.83410 3.26107
C: -5.57107 -5.89335 2.70254
C: -4.44987 -4.62087 -0.51559
C: -4.35253 -3.66656 -1.52953
C: -5.35452 -2.71517 -1.86224
C: -6.73831 -2.94053 -1.60948
C: -7.66095 -1.95350 -1.91055
C: -7.24154 -0.72586 -2.43935
C: -8.20728 0.39791 -2.60118
C: -5.91190 -0.57026 -2.84365
C: -4.97712 -1.54832 -2.57624
H: -3.20776 -6.07224 -2.47715
H: -1.97872 -6.61985 -1.30951
H: -3.41657 -7.63720 -1.63375
H: -3.90633 -7.46652 0.91351
H: -6.02604 -2.51884 0.72396
H: -7.04328 -2.81310 3.00094
H: -6.72261 -4.92792 4.26202
H: -5.36206 -6.82066 3.23128
H: -3.54001 -3.77724 -2.25529
H: -7.05451 -3.91408 -1.22085
H: -8.71988 -2.12573 -1.72194
H: -7.71250 1.24204 -3.08090
H: -9.05983 0.10525 -3.21749
H: -8.59727 0.72760 -1.63318
H: -5.60800 0.33583 -3.36589
H: -3.94157 -1.47574 -2.92503

Atom charges from the Mulliken analysis, given in e for atoms 1 to 6:
1. C -0.5770
2. C -0.7486
3. C -0.3958
4. C -0.4505
5. C 1.9787
6. C -0.5787

(2)
DFT (ωB97M-V with the def2-TZVPD basis set) results for a molecular structure, C40H37As2BiCl5N5O9S2.

The calculation puts the calculated total energy at -10280.89250 Ha. For the frontier orbital gap, the calculation gives 7.26 eV. The energy above the lowest of the compared OMol25 structures with the same formula, charge and spin comes out at 0.0 kJ/mol. The spin multiplicity is 1.

Element x y z (Å)
Bi: 1.31904 -0.86735 -0.43979
C: 5.46130 1.94981 -3.44416
S: 3.75014 2.00093 -4.02419
C: 2.88755 1.49587 -2.55195
S: 3.43213 0.01298 -1.80587
N: 1.93014 2.28090 -2.21798
N: 1.14538 1.83634 -1.16748
C: 0.73983 2.76550 -0.39994
C: -0.14273 2.49941 0.74880
C: -0.24400 3.45194 1.75416
C: -1.03706 3.17522 2.85854
C: -1.70798 1.96765 2.90352
C: -1.55404 1.08213 1.84329
N: -0.79173 1.33076 0.78342
H: 6.07476 2.24574 -4.29317
H: 5.61047 2.65531 -2.62987
H: 5.73914 0.94510 -3.13593
H: 1.06498 3.79224 -0.57465
H: 0.30751 4.38051 1.67787
H: -1.12061 3.88777 3.66875
H: -2.33544 1.69792 3.74240
H: -2.06002 0.12364 1.85745
C: 3.31745 -2.62623 1.80257
N: 2.71701 -2.57949 0.46686
C: 2.66332 -3.67745 -0.21188
C: 1.99758 -3.73791 -1.45650
C: 1.88310 -4.74664 -2.40917
C: 1.13216 -4.20873 -3.45823
C: 0.81409 -2.90246 -3.09441
N: 1.33033 -2.61531 -1.88696
C: 4.78945 -2.28607 1.83129
C: 5.65212 -3.05839 2.60059
C: 7.00349 -2.74978 2.67858
C: 7.50806 -1.66580 1.97745
C: 6.65388 -0.89412 1.20104
C: 5.30398 -1.20013 1.13080
H: 3.17877 -3.62679 2.22089
H: 2.75807 -1.94504 2.44266
H: 3.12665 -4.58186 0.18379
H: 2.30591 -5.73664 -2.34172
H: 0.84891 -4.69650 -4.37628
H: 0.25724 -2.16723 -3.65377
H: 5.26329 -3.91071 3.14654
H: 7.66122 -3.36120 3.28285
H: 8.56179 -1.42502 2.03177
H: 7.03924 -0.04783 0.64645
H: 4.65313 -0.59054 0.51825
Cl: 0.44910 1.15794 7.07877
C: 0.43871 0.39705 5.53193
C: 1.32813 0.79547 4.53958
Cl: 2.44012 2.07485 4.85133
C: 1.30598 0.18739 3.29359
Cl: 2.38854 0.74488 2.05362
C: 0.39732 -0.84708 2.95050
O: 0.30730 -1.35538 1.78079
C: -0.47849 -1.23323 4.00151
Cl: -1.63176 -2.46072 3.63064
C: -0.46385 -0.62901 5.24680
Cl: -1.58507 -1.13008 6.45611
C: -0.06460 3.78734 -4.61669
O: -0.93361 3.27133 -3.59193
C: -1.06221 1.94612 -3.56124
O: -0.47393 1.18868 -4.29466
C: -1.96850 1.47063 -2.47123
C: -2.97208 2.21192 -2.01173
As: -4.08364 1.84801 -0.44538
C: -5.82807 1.81820 -1.34320
C: -3.85606 -0.08033 -0.24317
C: -2.84286 -0.81845 -0.68457
As: -1.47095 -0.35277 -1.98758
C: -2.32812 -1.24807 -3.50597
C: -2.60497 -2.23826 -0.28187
O: -1.76644 -2.91270 -0.83535
O: -3.34368 -2.66443 0.73447
C: -3.13563 -4.03647 1.10451
C: -4.94883 -0.63419 0.62624
O: -5.87503 -1.27988 0.21962
O: -4.79816 -0.21550 1.89035
C: -5.79479 -0.66606 2.82026
C: -3.41685 3.48812 -2.68128
O: -4.07152 3.45555 -3.68434
O: -3.21133 4.65169 -2.04325
C: -2.20972 4.72651 -1.02297
H: -0.18024 4.86593 -4.57600
H: -0.36679 3.40430 -5.58860
H: 0.96139 3.49851 -4.39788
H: -6.07166 2.83259 -1.65458
H: -6.57538 1.47709 -0.62843
H: -5.81702 1.16099 -2.20892
H: -3.36713 -0.93012 -3.57516
H: -2.26866 -2.32108 -3.33793
H: -1.79431 -0.97149 -4.41167
H: -3.74123 -4.19432 1.99143
H: -2.08303 -4.20983 1.31577
H: -3.46100 -4.68955 0.29688
H: -5.72923 0.00094 3.67404
H: -5.57144 -1.68817 3.12276
H: -6.78331 -0.62781 2.36934
H: -1.89418 5.76611 -0.99178
H: -1.35987 4.09629 -1.27522
H: -2.62033 4.43811 -0.05492

Atom charges from the Mulliken analysis, given in e for atoms 1 to 6:
1. Bi 1.5512
2. C -0.8757
3. S -0.0371
4. C 0.1582
5. S -0.4034
6. N -1.0814

(3)
DFT (ωB97M-V with the def2-TZVPD basis set) results for a molecular structure, C40H37AsBF3MoN8O6SSb.

The calculation puts the calculated total energy at -5701.48287 Ha. Its expectation value of S² is 0.756. As for the total charge: +4. For the frontier orbital gap (spin up / spin down), the calculation gives 4.83 / 5.09 eV. The spin multiplicity is 2.

Element x y z (Å)
Mo: 0.15411 1.23284 0.39215
C: -0.08957 3.91772 -2.10094
C: 0.78707 4.04746 -0.91506
C: 1.54098 5.13739 -0.54220
C: 2.14845 4.79630 0.65934
N: 1.80210 3.55401 0.99177
N: 0.93985 3.06567 0.03811
B: 2.16364 2.71548 2.25250
N: 0.81365 2.43697 2.96468
C: 0.31571 2.73578 4.15314
C: -1.01276 2.28936 4.22680
C: -1.29183 1.68992 3.03160
C: -2.57448 1.12612 2.53703
N: -0.15077 1.77640 2.23731
N: 2.69511 1.31068 1.66921
C: 3.95470 0.90366 1.77412
C: 4.24259 0.00817 0.74904
C: 3.09666 -0.09606 -0.00765
C: 2.94818 -0.81577 -1.30265
N: 2.11693 0.65877 0.58878
N: 3.18876 3.34955 3.09052
C: 4.39407 3.89945 2.72513
C: 5.06885 4.21353 3.86102
C: 4.21788 3.80627 4.92891
C: 4.47763 3.91353 6.39037
N: 3.10528 3.28064 4.45872
H: -1.13134 3.81918 -1.78643
H: 0.17070 3.06504 -2.72658
H: -0.01531 4.82218 -2.69980
H: 1.62711 6.07161 -1.07074
H: 2.79701 5.37445 1.29818
H: 0.95230 3.22623 4.87529
H: -1.68063 2.40996 5.06315
H: -3.25911 1.00814 3.37363
H: -2.43950 0.15913 2.05616
H: -3.03797 1.81341 1.82455
H: 4.59082 1.30027 2.55069
H: 5.19295 -0.45777 0.55203
H: 3.92545 -1.18495 -1.60700
H: 2.58368 -0.14815 -2.08322
H: 2.26074 -1.65588 -1.24703
H: 4.68206 4.01619 1.69121
H: 6.03751 4.67775 3.93745
H: 5.11339 3.09324 6.72521
H: 3.54608 3.87892 6.95081
H: 4.98993 4.84570 6.62086
O: -3.56837 2.22365 -1.86780
As: -2.27332 1.12367 -2.09423
O: -1.28086 1.27608 -3.32954
O: -1.36162 1.57074 -0.48017
C: -2.99349 -0.55576 -1.52881
C: -4.32598 -0.73703 -1.86701
C: -4.94952 -1.96936 -1.67125
C: -4.23194 -3.02562 -1.14488
C: -2.89726 -2.85154 -0.79063
C: -2.27555 -1.62960 -0.97650
S: -0.61884 -1.44158 -0.41917
O: -0.01449 -2.78900 -0.40262
O: 0.07977 -0.49633 -1.29444
O: -0.58683 -0.80159 0.92554
H: -3.66876 2.85747 -2.59891
H: -4.89623 0.07780 -2.29474
H: -5.98863 -2.09110 -1.94651
H: -4.70251 -3.98968 -1.00753
H: -2.35141 -3.68711 -0.37463
F: 5.85571 -4.44705 3.10662
C: 4.64269 -4.43623 2.59866
C: 4.46973 -3.94020 1.30964
C: 3.20176 -3.92335 0.76762
C: 2.12503 -4.38876 1.52674
C: 2.31904 -4.89840 2.81866
C: 3.58987 -4.92276 3.36097
Sb: 0.24162 -4.67843 0.75386
C: -1.21923 -4.54073 2.18884
C: -0.95783 -3.68894 3.27346
C: -1.83633 -3.63607 4.33373
C: -2.96856 -4.44415 4.29900
F: -3.80101 -4.40120 5.31331
C: -3.24876 -5.29956 3.23778
C: -2.36780 -5.34586 2.17937
C: 0.09457 -5.94390 -0.84117
C: -1.12679 -6.47758 -1.28239
C: -1.14361 -7.36404 -2.33400
C: 0.06518 -7.70472 -2.93946
F: 0.04614 -8.54609 -3.94291
C: 1.28839 -7.19219 -2.51877
C: 1.30081 -6.30930 -1.46206
H: 5.33592 -3.60682 0.75396
H: 3.06168 -3.56779 -0.24537
H: 1.49723 -5.28600 3.40975
H: 3.77936 -5.31598 4.35069
H: -0.06362 -3.07610 3.29745
H: -1.66022 -3.00543 5.19441
H: -4.13247 -5.92235 3.27535
H: -2.56819 -6.03848 1.37132
H: -2.06716 -6.21179 -0.81468
H: -2.06184 -7.80558 -2.69682
H: 2.19612 -7.50337 -3.01767
H: 2.25193 -5.92675 -1.11075

Atom charges from the Mulliken analysis, given in e for atoms 1 to 6:
1. Mo 0.2481
2. C -1.2889
3. C 0.5162
4. C -1.7238
5. C 0.0472
6. N 0.3509